17
Properties=species:S:1:pos:R:3:forces:R:3 method="wB97M-V/def2-TZVPD" e_above_lowest_kj_mol=529.3 gap_ev="7.10 / 9.02" e_tot_ha=-611.740517 multiplicity=1 fmax_ev_per_a=3.7
C 0.497 2.047 -0.132 2.4363 -0.7282 -1.4031
C 1.100 -1.669 0.005 2.0292 -0.0074 -1.7641
C 0.257 0.666 0.451 3.2289 1.3059 1.1429
C 0.647 -0.346 -0.497 1.2077 -2.1132 2.5403
N -2.427 -1.086 -0.747 0.8186 -1.4783 1.7795
S -2.675 -0.138 0.519 -1.8319 1.1299 -2.0994
H -0.133 2.708 0.304 -1.2898 2.6062 2.1623
H 1.614 2.424 -0.220 -2.3295 -0.9227 0.5130
H 0.072 2.096 -1.107 0.0803 -0.3184 -1.3655
H 0.319 -2.329 0.009 -2.2713 -1.9314 0.4021
H 1.907 -2.248 -0.512 -0.6753 0.9000 -0.8235
H 1.586 -1.669 0.921 0.2084 0.5518 2.4499
H 0.839 0.699 1.498 -1.4565 -0.8631 -1.9832
H -0.783 0.444 0.554 -0.7169 0.7798 0.9802
H 0.964 -0.130 -1.434 0.4824 1.0914 -2.8817
H -2.302 -0.772 -1.680 -0.4210 1.2352 -0.6258
H -2.068 -0.796 1.457 0.5005 -1.2372 0.9763